# C2H5S

A gas-phase ion, C2H5S (charge -1) at a distorted geometry (ωB97M-V with the def2-TZVPD basis set, OMol25).

SMILES: CC[S-]
charge: -1

Element x y z (Å)
C: 0.79642 -0.14088 -0.09661
C: -0.69712 0.01459 0.24241
S: -1.56748 1.41528 -0.67244
H: 1.52187 0.58249 0.27189
H: 0.81685 -0.15630 -1.18752
H: 1.18556 -1.10215 0.27717
H: -0.74683 0.16888 1.32319
H: -1.30928 -0.78191 -0.15808

Cartesian forces (eV/Å) of the 6 atoms listed first:
C -0.4916 -0.9942 -0.6301
C 0.2443 1.7565 -0.3650
S 0.6062 -0.1438 0.4973
H -0.5249 0.5900 0.0641
H 0.4957 0.0174 -0.0637
H -0.1417 -0.1126 -0.1162

Löwdin atomic charge list, values in e, 2 entries: -0.254 -0.806


# C27H35N5O2P2Sr

A molecular structure, C27H35N5O2P2Sr at a distorted geometry (ωB97M-V with the def2-TZVPD basis set, OMol25).

Element x y z (Å)
Sr: -0.05287 -3.04521 3.58179
C: -1.02994 2.59207 4.98186
C: -1.40532 1.75603 4.01704
C: -0.84289 1.44987 2.65294
C: 0.25374 0.41431 2.71363
C: 1.47022 0.82135 3.52971
C: 1.76542 2.01246 4.05465
C: 1.08461 3.35757 3.84179
C: 0.05814 3.60911 4.93814
C: 1.54579 -2.49609 5.50861
H: -1.60414 2.55683 5.92117
H: -2.33803 1.18615 4.17617
H: -0.54703 2.31174 2.04830
H: -1.69373 0.96690 2.13361
H: -0.21325 -0.51604 3.11925
H: 0.59724 0.17111 1.69753
H: 2.20267 -0.00230 3.63812
H: 2.58612 2.08093 4.79507
H: 0.59158 3.39046 2.86831
H: 1.85063 4.14627 3.85498
H: 0.52902 3.64944 5.92213
H: -0.37226 4.59381 4.75686
H: 1.25017 -3.02124 6.46561
H: 1.70762 -1.45341 5.84095
H: 2.58065 -2.85233 5.34871
P: 1.39040 -1.25064 -1.84706
P: -1.85775 -0.81643 -1.61760
N: 2.77449 -0.17463 -1.95276
N: 2.09811 -2.47680 -2.95486
N: -2.02635 0.94843 -1.64701
N: -3.48321 -1.12565 -2.26861
C: 0.42191 -0.37457 -3.19840
C: -1.01022 -0.90566 -3.26884
C: 3.48343 0.33831 -0.85953
C: 4.48408 1.17520 -1.33784
C: 4.40200 1.17434 -2.76921
C: 3.34174 0.35123 -3.11928
C: 2.36706 -3.79185 -2.54849
C: 2.82176 -4.51983 -3.64474
C: 2.86859 -3.62405 -4.76319
C: 2.41022 -2.39045 -4.31473
C: -1.78423 1.73960 -0.51880
C: -1.79330 3.08209 -0.88928
C: -2.08105 3.12569 -2.29099
C: -2.16506 1.81603 -2.73290
C: -4.28012 -0.40173 -3.16413
C: -5.39858 -1.15566 -3.49074
C: -5.27607 -2.41149 -2.80460
C: -4.08780 -2.38324 -2.09346
H: 0.88376 -0.52588 -4.18166
H: 0.48410 0.70521 -2.97117
H: -1.55052 -0.31941 -4.01823
H: -1.03746 -1.96651 -3.57562
H: 3.19158 0.06045 0.14290
H: 5.19578 1.72906 -0.75015
H: 5.03711 1.68745 -3.47372
H: 2.93409 0.13427 -4.09104
H: 2.20270 -4.07649 -1.51748
H: 3.09297 -5.56872 -3.65991
H: 3.19895 -3.82705 -5.76991
H: 2.27287 -1.48819 -4.88984
H: -1.63056 1.25962 0.42513
H: -1.60752 3.92810 -0.24292
H: -2.22283 4.00630 -2.90148
H: -2.29685 1.45478 -3.74306
H: -4.01170 0.58085 -3.50438
H: -6.20067 -0.83391 -4.13815
H: -5.98964 -3.22279 -2.83711
H: -3.59531 -3.12783 -1.48603
O: -2.33608 -0.50343 5.49387
N: -1.54430 -1.27846 4.92435
O: -2.06465 -2.43542 4.45574

Cartesian forces (eV/Å) of the 6 atoms listed first:
Sr 0.5980 0.4303 0.6656
C -0.5423 -0.1855 0.0321
C -1.1470 0.1750 0.0967
C -1.0545 -0.1728 -0.2435
C 0.8701 -0.0428 -0.1664
C 0.3085 -0.6393 -0.1522

Löwdin atomic charge list, values in e, 2 entries: 1.449 -0.100


| no. | energy (Ha) | E_HOMO (eV) | LUMO level (eV) |
| --- | --- | --- | --- |
| 1 | -477.39692 | -2.041 | 4.6 |
| 2 | -2187.29511 | -7.667 | -1.3 |